# 1
A cluster of 2 separate species, C2H5N2 in total in a non-equilibrium geometry, computed with wB97M-V/def2-TZVPD.

For the HOMO energy (alpha / beta), the calculation gives -16.5 / -14.4 eV. As for the energy above the lowest of the compared OMol25 structures with the same formula, charge and spin: 5.7861 eV. The total energy comes out at -188.2029 Eh. The lowest unoccupied orbital energy (alpha / beta) is -4.29 / -8.44 eV. As for the HOMO-LUMO gap (alpha / beta): 12.248 / 5.979 eV. Its net charge is +1.

XYZ file:
```
9
Properties=species:S:1:pos:R:3:forces:R:3
C -0.492099 -0.122850 -0.169084 2.1 0.8 -1.4
C 0.752261 0.621484 -0.234833 2.1 0.1 -0.1
N 0.593215 -0.830698 -0.336328 -0.1 -0.8 0.2
N -1.736353 -0.050169 -0.094070 -2.6 0.6 0.9
H 1.442439 1.023828 -1.073343 -1.6 -0.3 1.4
H 0.978494 0.942562 0.815215 0.0 0.4 -0.8
H 3.025541 -1.669189 0.852714 0.0 0.0 0.0
H -2.247492 0.817822 -0.086648 0.4 0.7 -0.4
H -2.316009 -0.732794 0.326375 -0.4 -1.7 0.2
```
Positions in Å, forces in eV/Å.

# 2
A structure of composition C47H48F2Ge2KN6O6 in a non-equilibrium geometry, computed with wB97M-V/def2-TZVPD.

For the HOMO energy (alpha / beta), the calculation gives -1.1 / -1.3 eV. As for the energy above the lowest of the compared OMol25 structures with the same formula, charge and spin: 0.0000 eV. The total energy comes out at -7553.3579 Eh. As for the multiplicity: 2. The lowest unoccupied orbital energy (alpha / beta) is 3.61 / 3.61 eV. As for the HOMO-LUMO gap (alpha / beta): 4.720 / 4.911 eV. Its net charge is -2.

XYZ file:
```
112
Properties=species:S:1:pos:R:3:forces:R:3
K -0.568657 -0.413174 -0.052363 1.2 0.1 -0.5
O 0.132086 -2.504589 3.406437 -0.1 0.0 0.0
C -1.179730 -3.013798 3.339333 0.1 0.1 0.0
C -1.438514 -3.739972 2.033322 -0.1 0.1 0.0
N -1.693401 -2.780808 0.962580 -0.2 -0.2 -0.1
C -3.113200 -2.518248 0.788156 0.0 0.2 -0.2
C -3.427456 -1.194985 0.033063 -0.5 0.0 0.2
O -4.353509 -1.248587 -0.801523 0.1 0.0 0.1
O -2.757429 -0.186218 0.382675 -2.0 -0.1 0.2
C -1.058828 -3.174671 -0.288621 0.2 -0.2 0.2
C 0.478998 -3.221679 -0.113762 0.6 -0.1 0.2
O 1.106469 -4.186710 -0.573113 -0.3 0.0 -0.2
O 0.982476 -2.245052 0.531895 0.1 -0.7 0.0
H 0.360085 -2.170313 2.517382 0.0 0.0 0.0
H -1.910127 -2.196334 3.434319 0.0 -0.1 0.0
H -1.304267 -3.690443 4.190742 0.0 0.0 0.0
H -0.549410 -4.328966 1.796856 0.0 0.0 0.0
H -2.280099 -4.441427 2.153588 0.0 0.0 -0.1
H -3.575415 -2.410959 1.775216 0.0 0.0 0.0
H -3.620429 -3.339011 0.258496 0.0 -0.1 0.1
H -1.300367 -2.425961 -1.050883 -0.1 -0.3 -0.1
H -1.403744 -4.153542 -0.647791 0.0 0.0 -0.1
F 0.546743 1.913325 -5.662949 -0.1 0.0 0.0
C 0.338166 2.580294 -4.484037 0.0 0.0 0.1
C 0.674174 2.000465 -3.309040 0.1 -0.1 0.0
C 0.427017 2.738715 -2.128292 -0.1 0.3 0.0
C -0.130176 4.060056 -2.184487 0.0 -0.1 0.2
C -0.432289 4.585545 -3.449621 0.0 -0.1 -0.1
F -0.949290 5.838827 -3.538540 -0.1 0.0 0.0
C -0.231716 3.873272 -4.590921 0.0 0.1 -0.1
C -0.282774 4.522366 -0.873654 0.0 0.1 -0.1
C -0.758101 5.693250 -0.270241 0.1 0.0 0.1
C -0.773136 5.816581 1.093981 0.0 0.0 0.0
C -0.315704 4.722427 1.900458 -0.1 0.1 -0.1
C 0.132570 3.581636 1.333410 0.1 -0.1 0.0
N 0.179503 3.469100 -0.044865 -0.1 0.1 0.0
H 1.090702 1.002677 -3.272298 0.0 0.0 0.0
H -0.499416 4.277906 -5.557472 0.0 0.0 0.0
H -1.104388 6.495275 -0.909376 0.0 0.0 0.0
H -1.138106 6.719100 1.565435 0.0 0.0 0.0
H -0.345318 4.796040 2.980286 0.0 -0.1 0.0
H 0.456430 2.703724 1.873617 0.0 0.0 0.0
C -3.659634 0.359230 3.859165 0.0 0.0 0.0
C -2.354309 1.124095 4.114203 -0.2 -0.2 -0.2
C -1.317625 0.681885 3.185865 0.2 0.0 0.1
N -0.508567 0.324782 2.457215 -0.3 0.1 0.4
H -4.457579 0.751032 4.491239 0.0 0.0 0.0
H -3.527198 -0.699529 4.080352 0.0 0.0 0.0
H -3.943588 0.447458 2.810008 0.0 0.0 0.0
H -1.989074 0.968309 5.129792 0.0 0.0 0.0
H -2.502417 2.194047 3.959760 0.0 0.0 0.0
O 1.048226 1.310049 -0.241296 0.4 1.0 -0.3
C 0.613137 2.383564 -0.765736 0.2 -0.2 -0.1
C 4.219313 -2.539304 -0.089974 -0.3 0.0 0.0
Ge 3.410894 -2.135863 1.665188 0.7 0.7 0.2
C 2.831820 -3.860668 2.425188 -0.3 0.2 -0.1
C 5.029915 -1.798941 2.852477 -0.1 0.0 -0.1
Ge 2.373913 0.259550 1.691723 1.0 -0.2 1.0
C 3.893340 1.540107 1.300028 0.0 -0.4 -0.3
C 3.802400 2.920776 1.490726 -0.1 0.0 0.0
C 4.880935 3.760336 1.241843 0.0 0.0 0.0
C 6.083954 3.238113 0.783263 0.0 0.0 0.0
C 6.187282 1.873320 0.548734 -0.1 0.0 0.0
C 5.098562 1.043215 0.792746 0.0 0.1 0.0
C 2.229803 0.688928 3.690469 -0.1 -0.3 -0.3
C 1.924313 1.938748 4.237161 0.0 0.0 0.0
C 1.709228 2.108154 5.600176 0.0 0.0 0.0
C 1.803321 1.023536 6.463865 0.0 0.0 0.0
C 2.110188 -0.228681 5.947020 0.0 0.1 0.0
C 2.312190 -0.387112 4.580527 -0.1 0.1 0.0
H 5.135152 -3.117195 0.061513 0.0 0.0 0.0
H 4.454794 -1.635166 -0.652903 0.0 0.0 0.0
H 3.499099 -3.131068 -0.657721 0.0 0.0 0.0
H 3.729685 -4.392304 2.752474 0.0 0.1 0.0
H 2.329200 -4.430055 1.641351 0.0 0.0 0.0
H 2.154481 -3.729008 3.267978 0.0 0.0 0.0
H 5.796549 -2.552723 2.633169 0.0 0.0 0.0
H 4.754866 -1.888566 3.906699 0.0 0.0 0.0
H 5.461728 -0.808497 2.702096 0.0 0.0 0.0
H 2.869494 3.359017 1.829387 0.0 0.0 0.0
H 4.786828 4.828465 1.406261 0.0 0.0 0.0
H 6.930710 3.891279 0.603361 0.0 0.0 0.0
H 7.116555 1.457281 0.174901 0.0 0.0 0.0
H 5.183696 -0.016256 0.586102 0.1 0.0 0.0
H 1.839497 2.810428 3.596798 0.0 0.0 0.0
H 1.470160 3.091392 5.992771 0.0 0.0 0.0
H 1.636089 1.154013 7.527526 0.0 0.0 0.0
H 2.183876 -1.083945 6.609593 0.0 0.0 0.0
H 2.510503 -1.378446 4.192769 0.0 0.0 0.1
C -3.779682 0.464121 -3.140340 -0.1 0.1 -0.1
C -2.521123 0.644469 -2.593118 0.1 0.0 0.0
N -1.528184 -0.226052 -2.769264 0.0 -0.1 0.0
C -1.752816 -1.283766 -3.539401 0.0 0.0 0.0
C -2.959262 -1.527846 -4.187475 -0.1 0.1 0.1
C -4.003978 -0.644254 -3.929290 0.0 0.0 -0.1
C -3.169642 -2.709679 -5.034942 0.0 0.1 0.1
C -2.377406 -3.233508 -5.972494 0.0 0.0 -0.1
C -1.136086 -2.719747 -6.578399 0.1 0.0 -0.1
C -0.633082 -1.424960 -6.457314 -0.1 0.1 0.1
C 0.518412 -1.113317 -7.150882 0.1 0.1 -0.1
N 1.161936 -1.991304 -7.924790 -0.1 -0.1 0.0
C 0.594178 -3.189883 -7.989028 0.0 0.0 0.0
N -0.510409 -3.597797 -7.378779 0.1 -0.1 0.0
H -4.571168 1.170029 -2.934472 0.0 0.0 0.1
H -2.296615 1.502758 -1.969383 0.0 0.0 0.0
H -0.930268 -1.986222 -3.647800 0.0 0.0 0.0
H -4.982605 -0.828998 -4.358098 0.0 0.0 0.0
H -4.113609 -3.219850 -4.862011 0.1 -0.1 0.1
H -2.687678 -4.171722 -6.417832 0.0 0.0 -0.1
H -1.122180 -0.677069 -5.852565 0.0 0.0 0.0
H 0.949070 -0.120328 -7.090296 -0.1 0.0 0.1
H 1.086057 -3.919871 -8.624986 0.0 0.0 0.0
```
Positions in Å, forces in eV/Å.

# 3
The molecule C6H9NS in a non-equilibrium geometry, computed with wB97M-V/def2-TZVPD.

The SMILES is C1=C\S/C=C\CNC/1. For the HOMO energy, the calculation gives -8.1 eV. As for the energy above the lowest of the compared OMol25 structures with the same formula, charge and spin: 3.4765 eV. The total energy comes out at -686.8351 Eh. The lowest unoccupied orbital energy is 0.80 eV. As for the HOMO-LUMO gap: 8.916 eV. Its net charge is 0.

XYZ file:
```
17
Properties=species:S:1:pos:R:3:forces:R:3
C 1.173850 1.515624 -0.129061 1.1 1.5 1.1
C 1.849888 -0.704916 -0.049742 3.6 -2.9 0.0
C 0.811002 -1.644995 -0.462410 3.7 -2.7 -0.4
C -0.445608 -1.704255 -0.247641 -4.8 1.0 0.2
C -1.473284 1.250061 -0.164644 0.4 -1.0 0.0
C -0.296116 1.887789 -0.327892 -1.2 0.5 -1.0
H 1.695851 1.487319 -1.211300 -0.8 0.0 2.3
H 1.633256 2.346040 0.528469 -0.7 -0.5 -1.7
H 2.339108 0.449255 1.301109 -0.2 1.5 0.3
H 2.571172 -1.200892 0.696331 -0.9 -0.9 -1.5
H 2.570790 -0.362769 -0.837559 -0.6 -0.7 -0.3
H 1.258886 -2.682939 -0.730450 -0.7 1.9 0.0
H -0.990365 -2.612957 -0.537605 0.2 0.4 0.3
H -2.464997 1.750710 -0.402626 1.5 -0.7 0.3
H -0.481268 2.875746 -0.863953 0.7 -1.0 1.0
N 1.519726 0.348648 0.732488 -2.4 3.4 -0.1
S -1.780556 -0.505368 0.326157 1.3 0.3 -0.5
```
Positions in Å, forces in eV/Å.

# 4
The ion C18H13F2N2O2S with charge -1 in a non-equilibrium geometry, computed with wB97M-V/def2-TZVPD.

For the HOMO energy, the calculation gives -1.6 eV. The total energy comes out at -1551.5441 Eh. The lowest unoccupied orbital energy is 2.19 eV. As for the HOMO-LUMO gap: 3.803 eV. Its net charge is -1.

XYZ file:
```
38
Properties=species:S:1:pos:R:3:forces:R:3
C -2.355989 -2.652651 1.243665 0.1 -0.4 -0.4
C -0.991252 -2.501634 0.588438 0.8 -5.6 3.1
C -0.902950 -3.181389 -0.718577 0.1 0.5 1.0
N -0.762374 -3.642402 -1.780577 -0.3 0.6 0.8
C 0.178285 -2.848782 1.473493 -2.3 -0.1 -1.4
C 0.074635 -2.817256 2.870007 0.4 0.0 0.6
C 1.126427 -3.285621 3.660332 -0.2 0.2 -0.3
C 2.282519 -3.789806 3.059423 0.3 0.0 0.2
C 2.413230 -3.732372 1.668445 -0.4 0.3 -0.1
C 1.367554 -3.254461 0.879371 1.2 -0.3 0.2
H -2.456673 -1.998188 2.119746 0.0 -0.2 -0.2
H -3.125387 -2.356583 0.516227 0.0 -0.1 0.2
H -2.501973 -3.705258 1.535356 -0.4 0.3 0.2
H -0.829404 -2.425328 3.342142 0.3 -0.2 -0.1
H 1.029907 -3.246969 4.746485 0.1 -0.1 -0.2
H 3.094706 -4.194715 3.669624 -0.3 0.2 -0.2
H 3.341019 -4.045426 1.195677 -0.1 0.0 0.1
H 1.452221 -3.210606 -0.207558 0.1 -0.1 0.3
F -1.612247 0.513741 -2.242781 0.6 0.1 -0.4
C -0.488670 0.388898 -1.459429 -0.9 2.2 1.5
F -0.048674 1.634367 -1.079463 0.5 0.9 -1.2
S -1.028695 -0.571767 0.001825 2.2 3.9 -1.2
N -0.222516 0.544731 1.394911 -1.6 -2.2 -2.6
C -1.068966 1.497251 1.951451 -1.4 0.0 -0.8
O -2.224325 1.697840 1.600985 1.6 0.2 0.8
C -0.287753 2.096248 3.078148 -0.4 0.4 0.7
C 0.899326 1.394269 3.191335 0.1 0.0 0.6
C 1.701925 1.490433 4.324982 -0.3 0.1 -0.2
C 1.286774 2.381925 5.326448 0.1 0.0 -0.3
C 0.133934 3.173716 5.166876 0.1 -0.1 -0.2
C -0.684841 3.031642 4.035972 0.4 -0.3 0.0
C 1.010009 0.466206 2.023647 1.7 -1.5 -0.7
O 1.979662 -0.207835 1.689896 -1.6 1.3 0.6
H 0.306510 -0.150986 -1.978872 -0.2 0.2 -0.2
H 2.578447 0.843005 4.408227 -0.2 0.3 0.1
H 1.883035 2.474410 6.234627 -0.2 0.0 -0.2
H -0.133500 3.896828 5.941970 0.1 -0.3 -0.2
H -1.608096 3.596016 3.906908 0.2 -0.2 0.1
```
Positions in Å, forces in eV/Å.

- Which of these has the lowest net charge?
  C47H48F2Ge2KN6O6